{
  "formula": "C18H33MnN4SSb",
  "method": "wB97M-V/def2-TZVPD",
  "gap_ev": 7.7,
  "charge": 1,
  "largest_force_ev_per_a": 0.66,
  "lumo_energy_ev": -2.45,
  "homo_ha": -0.372,
  "relative_energy_kcal_mol": 0.0,
  "symbols": ["Mn", "C", "C", "N", "C", "C", "C", "C", "C", "C", "C", "N", "C", "C", "N", "N", "H", "H", "H", "H", "H", "H", "H", "H", "H", "H", "H", "H", "H", "H", "H", "H", "H", "H", "C", "C", "Sb", "C", "C", "C", "C", "H", "H", "H", "H", "H", "H", "H", "H", "H", "H", "H", "H", "H", "H", "H", "S", "C"],
  "xyz": [[-0.4942, -0.6713, 0.3624], [2.2573, 0.0467, 1.1677], [2.5169, -0.9532, 0.0472], [1.2966, -1.2003, -0.7672], [1.1326, -2.6309, -1.0938], [0.4881, -3.3417, 0.0708], [0.6930, -4.6643, 0.4191], [-0.0425, -5.1957, 1.4701], [-0.9639, -4.3983, 2.1356], [-1.1136, -3.0830, 1.7335], [-2.1288, -2.1182, 2.2945], [-1.6252, -0.7316, 2.1845], [-0.7908, -0.3305, 3.3486], [0.4491, 0.4213, 2.8907], [1.0499, -0.4104, 1.8464], [-0.3799, -2.5775, 0.7375], [2.0612, 1.0395, 0.7754], [3.1265, 0.1015, 1.8320], [2.8006, -1.9021, 0.5116], [3.3579, -0.6406, -0.5738], [1.3477, -0.6786, -1.6332], [2.0778, -3.1067, -1.3690], [0.4541, -2.6996, -1.9468], [1.4063, -5.2694, -0.1240], [0.0974, -6.2267, 1.7655], [-1.5571, -4.7962, 2.9480], [-2.3934, -2.3786, 3.3221], [-3.0295, -2.1897, 1.6807], [-2.4195, -0.1093, 2.1065], [-0.4626, -1.2456, 3.8503], [-1.3642, 0.2465, 4.0744], [1.1172, 0.6023, 3.7391], [0.1801, 1.3792, 2.4458], [1.2353, -1.3285, 2.2464], [2.5446, 2.9008, -1.2314], [1.1103, 3.3971, -1.0609], [-0.3576, 1.8284, -0.7429], [-0.2183, 1.1493, -2.7981], [-0.7613, 2.1205, -3.8423], [-2.1844, 2.9717, -0.8165], [-2.0754, 4.3713, -1.4152], [3.2052, 3.7302, -1.4877], [2.6251, 2.1660, -2.0360], [2.9383, 2.4515, -0.3206], [0.7833, 3.9143, -1.9630], [1.0426, 4.1123, -0.2401], [-0.7401, 0.1981, -2.8491], [0.8423, 0.9560, -2.9933], [-1.8262, 2.3033, -3.6969], [-0.6350, 1.7143, -4.8474], [-0.2421, 3.0794, -3.8102], [-2.5488, 3.0218, 0.2109], [-2.8905, 2.3468, -1.3667], [-1.3985, 5.0021, -0.8378], [-3.0526, 4.8573, -1.4188], [-1.7161, 4.3484, -2.4423], [-3.0134, -1.0602, -1.7442], [-1.8118, -0.8388, -0.7483]],
  "atomic_forces_ev_per_a": [[0.385, 0.529, -0.050], [-0.007, -0.076, -0.011], [0.002, 0.034, 0.088], [-0.142, 0.025, 0.072], [-0.004, -0.052, 0.027], [0.026, 0.088, -0.123], [-0.009, -0.060, 0.003], [-0.012, 0.038, -0.010], [0.021, -0.073, -0.004], [-0.030, 0.003, 0.048], [0.029, 0.051, -0.074], [-0.008, 0.152, -0.075], [0.071, -0.064, -0.051], [-0.011, 0.014, -0.036], [-0.173, -0.085, 0.000], [-0.193, -0.313, 0.247], [0.023, 0.049, 0.011], [0.017, -0.004, -0.018], [0.015, -0.019, -0.050], [-0.013, 0.013, -0.017], [0.027, -0.001, -0.023], [0.006, -0.004, -0.017], [-0.011, -0.001, -0.004], [0.000, 0.012, -0.003], [0.003, 0.007, -0.002], [-0.007, 0.023, -0.002], [-0.030, -0.014, 0.000], [0.002, -0.010, 0.001], [-0.011, -0.002, 0.017], [-0.042, 0.005, 0.041], [-0.009, 0.010, -0.002], [0.020, -0.012, -0.002], [0.027, 0.033, 0.024], [0.044, -0.002, 0.006], [-0.103, 0.037, -0.054], [-0.059, -0.054, 0.271], [-0.209, -0.227, -0.441], [0.033, 0.213, 0.060], [0.046, -0.079, 0.023], [0.148, -0.013, 0.025], [-0.024, -0.053, 0.059], [0.016, -0.016, -0.018], [0.016, -0.007, 0.012], [0.042, 0.025, 0.006], [-0.055, 0.009, 0.024], [0.013, 0.005, -0.003], [-0.031, -0.063, -0.012], [0.021, 0.026, 0.026], [-0.003, 0.008, 0.005], [0.001, 0.015, -0.004], [-0.024, 0.010, -0.036], [-0.008, -0.010, 0.003], [0.010, -0.006, -0.015], [0.001, 0.008, -0.012], [0.012, 0.011, -0.006], [0.001, 0.017, -0.011], [0.037, 0.058, 0.202], [0.113, -0.206, -0.116]],
  "lowdin_charge": [0.1206, -0.1945, -0.1453, -0.0858, -0.1100, -0.2234, 0.0081, -0.0266, 0.0077, -0.2214, -0.1120, -0.0896, -0.1521, -0.1840, -0.1303, 0.0463, 0.0586, 0.1346, 0.1250, 0.1318, 0.0921, 0.1318, 0.1415, 0.1241, 0.1192, 0.1241, 0.1309, 0.1376, 0.1299, 0.1252, 0.1314, 0.1308, 0.1008, 0.1338, -0.1827, -0.4080, 1.4884, -0.4185, -0.1680, -0.4125, -0.1812, 0.0769, 0.0590, 0.0448, 0.0416, 0.0520, -0.0005, 0.0384, 0.0662, 0.0759, 0.0574, 0.0400, 0.0426, 0.0643, 0.0752, 0.0501, 0.6453, -0.8577]
}